1.
Here is a structure of composition C34H22CrN6O7 from the OMol25 dataset. Energies are from the ωB97M-V functional and the def2-TZVPD basis.

Properties
HOMO (spin up / spin down) = -11.46 / -11.44 eV
Lowest unoccupied orbital energy (spin up / spin down) = -4.481 / -4.475 eV
Net charge = +1
Orbital gap (spin up / spin down) = 6.98 / 6.96 eV
Multiplicity = 2

```
70
Properties=species:S:1:pos:R:3:lowdin_spin:R:1
Cr 0.8195 -0.5935 1.3275 0.95
O 4.3958 -2.1982 1.1683 0.01
C 3.2255 -1.9718 1.0925 0.00
O 2.6365 -0.8154 1.4185 0.02
C 2.1909 -2.9993 0.6924 0.00
C 2.3711 -4.3217 0.3260 0.00
C 1.2381 -5.0704 0.0237 0.00
C -0.0358 -4.5104 0.1186 0.00
C -0.1217 -3.1863 0.5090 0.00
N 0.9745 -2.4896 0.7571 -0.01
C -1.3499 -2.3468 0.7530 0.00
O -2.4747 -2.7044 0.4934 0.00
O -1.0504 -1.1662 1.2757 0.01
H 3.3685 -4.7335 0.2772 0.00
H 1.3447 -6.1031 -0.2770 0.00
H -0.9345 -5.0725 -0.0904 0.00
C 0.5665 3.7270 2.0598 0.00
C 0.6893 2.4824 1.4291 0.01
N 0.6478 1.3438 2.0942 -0.01
C 0.5123 1.3843 3.4433 0.00
C 0.3797 2.5745 4.1580 0.00
C 0.4019 3.7715 3.4198 0.01
C 0.2520 2.5249 5.5893 0.00
C 0.2831 1.3463 6.2463 0.00
C 0.4438 0.1098 5.5339 0.00
C 0.5194 -1.1473 6.1615 0.00
C 0.6941 -2.2734 5.4004 0.00
C 0.7836 -2.1465 4.0076 0.00
N 0.7059 -0.9827 3.3968 -0.01
C 0.5457 0.1323 4.1419 0.00
H 0.6071 4.6276 1.4655 0.00
H 0.8341 2.4084 0.3617 0.00
H 0.3048 4.7189 3.9343 0.00
H 0.1414 3.4550 6.1298 0.00
H 0.1965 1.3135 7.3240 0.00
H 0.4467 -1.2132 7.2392 0.00
H 0.7666 -3.2529 5.8488 0.00
H 0.9184 -3.0178 3.3784 0.00
O 2.4305 -1.3804 -1.5327 0.00
C 1.4573 -0.6922 -1.7144 0.00
N 0.9062 -0.3625 -2.9154 0.00
C -0.2058 0.5569 -2.7929 0.00
C -0.2695 0.6417 -1.2563 0.00
O -1.1666 1.2976 -0.6808 0.00
N 0.6721 -0.0954 -0.6871 -0.01
C 0.0987 1.8842 -3.4715 0.00
C 0.2022 1.8850 -4.8622 0.00
C 0.5277 3.0438 -5.5445 0.00
C 0.7411 4.2241 -4.8443 0.00
C 0.6247 4.2338 -3.4648 0.00
C 0.3039 3.0677 -2.7805 0.00
C -1.5338 -0.0326 -3.2523 0.00
C -1.6745 -1.3883 -3.5207 0.00
C -2.9122 -1.9063 -3.8844 0.00
C -4.0157 -1.0751 -3.9777 0.00
C -3.8796 0.2820 -3.7102 0.00
C -2.6472 0.8006 -3.3510 0.00
H 1.4256 -0.5074 -3.7656 0.00
H 0.0096 0.9727 -5.4156 0.00
H 0.6066 3.0283 -6.6231 0.00
H 0.9896 5.1320 -5.3764 0.00
H 0.7793 5.1525 -2.9156 0.00
H 0.1898 3.1005 -1.7053 0.00
H -0.8192 -2.0452 -3.4419 0.00
H -3.0081 -2.9622 -4.0975 0.00
H -4.9766 -1.4778 -4.2679 0.00
H -4.7348 0.9391 -3.7959 0.00
H -2.5387 1.8612 -3.1625 0.00
O -3.2224 -0.1409 -0.2716 0.00
N -2.5988 0.3597 0.4537 0.00
```

2.
Here is a structure of composition C34H24Cl2IrN2O6S5 from the OMol25 dataset. Energies are from the ωB97M-V functional and the def2-TZVPD basis.

Properties
HOMO (spin up / spin down) = -7.65 / -8.07 eV
Lowest unoccupied orbital energy (spin up / spin down) = -0.529 / -1.982 eV
Net charge = 0
Energy relative to the best compared isomer or geometry (same formula, charge and spin) = 124.4 kJ/mol
Orbital gap (spin up / spin down) = 7.12 / 6.09 eV
Multiplicity = 2

```
74
Properties=species:S:1:pos:R:3:lowdin_spin:R:1
Ir 1.1625 -1.0678 -0.3974 0.00
C 4.6414 -1.0798 -2.8097 0.00
C 3.6588 -0.5489 -1.8026 0.00
O 2.5355 -1.1088 -1.8553 0.00
C 4.0186 0.5202 -0.9155 0.00
C 5.2925 1.1286 -1.0847 0.00
C 5.6813 2.2220 -0.3711 0.00
C 4.7857 2.7725 0.5676 0.00
C 3.5562 2.2223 0.7727 0.00
C 3.1273 1.0680 0.0608 0.01
O 1.9469 0.6296 0.3446 0.01
H 4.2150 -1.9649 -3.2725 0.00
H 5.5843 -1.3333 -2.3274 0.00
H 4.8445 -0.3381 -3.5831 0.00
H 5.9742 0.7177 -1.8153 0.00
H 6.6556 2.6634 -0.5259 0.00
H 5.0796 3.6455 1.1379 0.00
H 2.8661 2.6282 1.4999 0.00
Cl 0.0589 -8.2021 0.6425 0.00
C 0.1182 -6.5351 0.1590 0.00
C -0.9421 -6.0092 -0.5973 0.00
C -0.9232 -4.7062 -1.0042 0.00
Cl -2.2393 -4.0669 -1.9228 0.00
C 0.1587 -3.8282 -0.6883 0.00
O 0.1390 -2.6385 -1.1598 0.00
C 1.1971 -4.3848 0.1099 0.00
C 2.3129 -3.6197 0.5571 0.00
O 2.4927 -2.3939 0.4744 0.01
C 1.1667 -5.7415 0.5075 0.00
H -1.7821 -6.6397 -0.8551 0.00
H 3.1135 -4.1754 1.0570 0.00
H 1.9805 -6.1392 1.1008 0.00
C -0.7330 1.6459 3.7406 0.01
S 1.0015 1.2240 3.4875 0.13
C 0.9867 -0.4747 3.7378 0.21
C 2.1310 -1.2425 3.5008 0.07
S 3.5745 -0.6894 2.8961 0.41
S 1.9159 -2.9500 3.8743 -0.03
C 0.2575 -2.9138 4.3462 0.01
S -0.6237 -4.2102 4.7873 0.11
S -0.4115 -1.3042 4.3152 0.05
H -0.8264 2.6926 3.4575 0.00
H -1.0345 1.5216 4.7792 0.00
H -1.3644 1.0497 3.0837 0.00
O -0.5099 -0.9676 0.9411 0.00
C -1.1053 -0.2139 0.1176 0.00
N -2.3169 0.3524 0.1573 0.00
C -2.3644 1.3882 -0.8891 0.00
C -1.0507 1.0678 -1.6926 0.00
O -0.7177 1.6135 -2.7082 0.00
N -0.3888 0.1175 -0.9661 0.00
C -3.5707 1.2715 -1.7937 0.00
C -4.4720 0.2217 -1.6789 0.00
C -5.5570 0.1329 -2.5427 0.00
C -5.7411 1.0870 -3.5293 0.00
C -4.8331 2.1313 -3.6545 0.00
C -3.7544 2.2256 -2.7923 0.00
C -2.2223 2.7505 -0.2086 0.00
C -3.3563 3.4564 0.1789 0.00
C -3.2391 4.6352 0.9022 0.00
C -1.9854 5.1238 1.2386 0.00
C -0.8498 4.4256 0.8509 0.00
C -0.9647 3.2438 0.1340 0.00
H -2.8916 0.3712 0.9828 0.00
H -4.3231 -0.5411 -0.9264 0.00
H -6.2533 -0.6897 -2.4436 0.00
H -6.5851 1.0170 -4.2030 0.00
H -4.9649 2.8747 -4.4300 0.00
H -3.0419 3.0334 -2.8959 0.00
H -4.3373 3.0870 -0.0940 0.00
H -4.1301 5.1752 1.1954 0.00
H -1.8929 6.0490 1.7926 0.00
H 0.1336 4.8056 1.0982 0.00
H -0.0651 2.7095 -0.1507 0.00
```

3.
Here is a structure of composition C34H24I2MnNOP2S2 from the OMol25 dataset. Energies are from the ωB97M-V functional and the def2-TZVPD basis.

Properties
HOMO (spin up / spin down) = -4.00 / -4.80 eV
Lowest unoccupied orbital energy (spin up / spin down) = 2.071 / 2.071 eV
Net charge = -1
Orbital gap (spin up / spin down) = 6.07 / 6.87 eV
Multiplicity = 6

```
67
Properties=species:S:1:pos:R:3:lowdin_spin:R:1
Mn 0.6911 -1.7847 -0.3792 4.65
S 2.3674 -0.1261 -1.7218 0.06
P 0.8206 0.9780 -1.0374 0.02
C -0.5435 0.0417 -0.8653 0.04
P -1.6812 -0.3285 0.2770 0.02
S -1.1063 -1.8539 1.4975 0.06
C -2.2450 1.0741 1.3237 0.00
C -2.6646 0.8962 2.6378 0.00
C -3.0589 1.9885 3.3997 0.00
C -3.0365 3.2647 2.8534 0.00
C -2.6219 3.4464 1.5409 0.00
C -2.2274 2.3551 0.7812 0.00
C -3.2474 -0.7896 -0.5398 0.00
C -4.0502 -1.8300 -0.0931 0.00
C -5.2519 -2.1071 -0.7341 0.00
C -5.6538 -1.3450 -1.8203 0.00
C -4.8477 -0.3079 -2.2756 0.00
C -3.6460 -0.0357 -1.6413 0.00
C 0.5331 2.4048 -2.1546 0.00
C 0.1155 3.6486 -1.6882 0.00
C -0.2123 4.6620 -2.5799 0.00
C -0.1276 4.4410 -3.9465 0.00
C 0.2865 3.2018 -4.4196 0.00
C 0.6139 2.1911 -3.5290 0.00
C 1.4814 1.8072 0.4692 0.00
C 2.4769 2.7784 0.3486 0.00
C 3.0424 3.3521 1.4748 0.00
C 2.6314 2.9513 2.7421 0.00
C 1.6603 1.9724 2.8708 0.00
C 1.0875 1.4027 1.7379 0.00
H -2.6571 -0.0998 3.0635 0.00
H -3.3765 1.8431 4.4252 0.00
H -3.3353 4.1173 3.4509 0.00
H -2.5961 4.4405 1.1109 0.00
H -1.8835 2.4932 -0.2384 0.00
H -3.7185 -2.4281 0.7467 0.00
H -5.8693 -2.9273 -0.3887 0.00
H -6.5880 -1.5662 -2.3223 0.00
H -5.1494 0.2779 -3.1352 0.00
H -2.9875 0.7406 -2.0143 0.00
H 0.0489 3.8274 -0.6212 0.00
H -0.5325 5.6269 -2.2053 0.00
H -0.3820 5.2324 -4.6410 0.00
H 0.3560 3.0242 -5.4858 0.00
H 0.9448 1.2230 -3.8865 0.00
H 2.8136 3.0736 -0.6382 0.00
H 3.8113 4.1075 1.3662 0.00
H 3.0750 3.3980 3.6237 0.00
H 1.3388 1.6459 3.8525 0.00
H 0.3464 0.6228 1.8501 0.00
I 0.8096 -6.4479 -2.8139 0.00
C 2.0310 -5.7220 -1.2889 0.01
C 3.0583 -6.5233 -0.7777 0.00
C 3.8800 -6.0736 0.2207 0.01
I 5.3937 -7.3473 0.9169 0.00
C 3.7074 -4.7781 0.7659 0.00
C 4.4953 -4.2010 1.7863 0.01
C 4.2299 -2.9336 2.2242 0.00
C 3.1655 -2.2205 1.6545 0.01
N 2.4141 -2.7309 0.7099 0.03
C 2.6611 -3.9798 0.2481 0.00
C 1.7795 -4.4299 -0.8219 0.01
O 0.8636 -3.6619 -1.2661 0.05
H 3.2008 -7.5150 -1.1851 0.00
H 5.3108 -4.7701 2.2128 0.00
H 4.8284 -2.4758 2.9999 0.00
H 2.9264 -1.2114 1.9726 0.00
```

Values of E_tot, in order: -3208.46099, -4886.71838, -4665.70976, all in a.u..
Values of strongest force on any atom, in order: 0.5, 0.4, 0.5, all in eV/Å.